Computed, not measured: a single C6H11NO molecule at a distorted geometry, with ωB97M-V/def2-TZVPD.

Structure (XYZ):
```
19
Properties=species:S:1:pos:R:3:forces:R:3:mulliken_charge:R:1
H -0.46746 1.99104 -0.25751 -0.114 -0.012 -0.036 0.251
C 1.40472 -0.03672 0.71343 0.230 -2.894 1.160 0.791
H -1.22208 2.08990 -1.85962 0.039 0.042 0.131 0.333
H -1.79238 -2.78309 0.32476 0.378 0.297 1.514 0.272
H -2.11145 1.37169 -0.50896 0.124 0.050 -0.041 0.290
H 2.74582 0.51822 -0.48086 -0.005 -0.134 -0.320 0.319
N 2.06600 0.64318 1.69469 0.359 0.490 0.376 -0.560
H 3.06493 0.47352 1.73913 -0.193 0.000 0.224 0.212
C -0.72105 -0.95057 -0.02497 0.361 1.766 -3.302 0.309
H 0.04578 -1.07880 1.98128 0.082 0.471 -0.114 0.284
C -0.56141 0.10095 -1.32490 -1.879 -1.181 1.292 -0.678
C 0.28399 -0.79194 0.95832 1.225 0.525 0.029 -0.800
H -1.18589 -0.35307 -2.10176 -0.098 0.083 0.163 0.393
O 2.17272 -0.26005 -0.39027 -0.299 1.289 -0.043 -0.482
H 1.58949 0.66580 2.58887 0.190 0.102 -0.244 0.218
C -1.12075 1.46785 -0.96373 0.007 0.213 -0.077 -0.983
C -1.80010 -1.73315 0.04708 -0.904 -1.178 -0.367 -0.807
H 0.41078 0.19925 -1.81574 0.078 -0.406 0.814 0.350
H -2.80165 -1.53400 -0.31925 0.419 0.477 -1.160 0.287
```
Positions in Å, forces in eV/Å.

Properties
**Charge**: 0
**Energy above the lowest of the compared OMol25 structures with the same formula, charge and spin**: 72.8 kcal/mol
**SMILES**: C=C(/C=C(/N)O)CC